1.
{
  "formula": "C26H29N3O16P",
  "method": "ωB97M-V with the def2-TZVPD basis set",
  "symbols": ["N", "C", "N", "N", "C", "P", "H", "H", "H", "H", "H", "H", "H", "H", "H", "H", "H", "H", "H", "C", "C", "C", "O", "C", "C", "C", "O", "O", "O", "H", "H", "H", "H", "C", "C", "C", "O", "C", "C", "C", "O", "O", "O", "H", "H", "H", "H", "C", "C", "C", "O", "C", "C", "C", "O", "O", "O", "H", "H", "H", "H", "C", "C", "C", "O", "C", "C", "C", "O", "O", "O", "H", "H", "H", "H"],
  "positions_angstrom": [[-3.58, -1.95, 2.51], [-2.21, -2.38, 2.90], [-1.34, -2.35, 1.72], [-2.31, -3.78, 3.33], [-1.66, -1.46, 3.99], [0.06, -1.84, 4.82], [-4.23, -2.65, 2.86], [-3.81, -1.08, 2.98], [-0.89, -1.45, 1.67], [-1.94, -2.42, 0.91], [-2.33, -3.81, 4.35], [-1.45, -4.23, 3.04], [-2.37, -1.43, 4.82], [-1.58, -0.44, 3.58], [-0.34, -0.89, 5.89], [-0.60, -2.98, 5.60], [0.43, -2.80, 3.76], [0.70, -0.73, 4.06], [1.33, -2.11, 5.51], [0.81, 1.98, 0.25], [1.05, 2.72, -0.83], [-0.04, 3.06, -1.83], [0.32, 3.75, -2.79], [-1.36, 2.56, -1.65], [-1.61, 1.80, -0.57], [-0.53, 1.48, 0.46], [-0.89, 0.79, 1.39], [-2.77, 1.25, -0.31], [2.23, 3.24, -1.15], [1.57, 1.72, 0.98], [-2.09, 2.78, -2.41], [-2.66, 0.73, 0.52], [2.10, 3.72, -1.99], [2.54, -6.13, 2.22], [3.79, -6.42, 2.59], [4.28, -6.30, 4.03], [5.45, -6.62, 4.21], [3.38, -5.82, 5.03], [2.12, -5.49, 4.67], [1.61, -5.68, 3.24], [0.43, -5.49, 3.05], [1.23, -5.03, 5.51], [4.74, -6.86, 1.77], [2.18, -6.24, 1.21], [3.73, -5.70, 6.04], [0.45, -4.70, 5.02], [5.52, -6.98, 2.35], [3.04, -0.13, -4.72], [1.91, 0.52, -4.39], [0.67, -0.20, -3.86], [-0.29, 0.49, -3.60], [0.72, -1.64, -3.69], [1.85, -2.28, -4.02], [3.08, -1.56, -4.55], [4.04, -2.27, -4.80], [2.01, -3.59, -3.91], [1.77, 1.82, -4.50], [3.91, 0.37, -5.09], [-0.16, -2.14, -3.31], [2.93, -3.76, -4.21], [0.87, 2.06, -4.18], [-3.20, 7.53, -2.27], [-3.41, 8.53, -3.13], [-2.81, 8.55, -4.52], [-3.10, 9.51, -5.21], [-1.95, 7.47, -4.92], [-1.71, 6.47, -4.05], [-2.37, 6.42, -2.68], [-2.16, 5.43, -2.00], [-0.90, 5.47, -4.35], [-4.17, 9.59, -2.88], [-3.64, 7.50, -1.28], [-1.49, 7.50, -5.90], [-0.73, 4.88, -3.58], [-4.13, 10.12, -3.70]],
  "charge": -1
}

2.
{
  "formula": "C26H29N3O7S",
  "method": "ωB97M-V with the def2-TZVPD basis set",
  "symbols": ["H", "N", "C", "C", "C", "C", "C", "S", "C", "N", "N", "C", "O", "C", "O", "O", "C", "O", "C", "C", "C", "O", "O", "C", "C", "O", "H", "H", "H", "H", "H", "H", "H", "H", "H", "H", "H", "H", "H", "H", "H", "H", "C", "C", "C", "C", "C", "C", "H", "H", "H", "H", "H", "H", "C", "C", "C", "C", "C", "C", "H", "H", "H", "H", "H", "H"],
  "positions_angstrom": [[1.23, -1.84, -1.21], [1.85, -2.36, -1.85], [2.28, -1.58, -2.77], [1.83, -0.09, -2.81], [2.97, 0.92, -2.36], [3.01, 2.28, -3.15], [1.78, 3.23, -2.89], [1.31, 3.98, -4.53], [-0.49, 4.20, -4.34], [-1.26, 5.28, -4.48], [-2.51, 4.80, -4.16], [-2.45, 3.51, -3.85], [-1.13, 3.05, -3.96], [4.47, 0.36, -2.61], [4.81, 0.12, -3.72], [5.19, 0.29, -1.42], [4.56, 1.22, -0.49], [4.96, 0.90, 0.82], [3.05, 0.92, -0.79], [1.92, 1.59, 0.09], [1.08, 0.49, 0.83], [1.55, 0.01, 1.82], [-0.16, 0.00, 0.37], [-1.10, 1.02, 0.18], [-2.37, 0.60, -0.66], [-1.01, 2.12, 0.62], [2.98, -1.98, -3.55], [0.96, 0.08, -2.11], [1.47, 0.20, -3.83], [3.03, 2.01, -4.24], [3.94, 2.85, -2.91], [2.01, 4.02, -2.13], [0.92, 2.62, -2.52], [-3.27, 2.84, -3.53], [4.84, 2.25, -0.84], [5.02, 1.77, 1.26], [2.96, -0.17, -0.49], [2.43, 2.17, 0.90], [1.22, 2.26, -0.47], [-2.08, 0.12, -1.63], [-2.92, -0.14, -0.01], [-2.95, 1.54, -0.81], [-7.19, -1.79, 0.41], [-6.50, -0.59, 0.46], [-5.61, -0.33, 1.50], [-5.43, -1.28, 2.50], [-6.13, -2.48, 2.46], [-7.01, -2.74, 1.41], [-7.87, -1.99, -0.40], [-6.64, 0.16, -0.32], [-5.07, 0.60, 1.54], [-4.74, -1.09, 3.31], [-5.99, -3.22, 3.24], [-7.55, -3.67, 1.38], [0.76, -3.48, 3.68], [1.47, -2.29, 3.74], [2.36, -2.06, 4.78], [2.54, -3.03, 5.77], [1.82, -4.21, 5.71], [0.93, -4.44, 4.67], [0.07, -3.66, 2.87], [1.34, -1.53, 2.97], [2.92, -1.13, 4.83], [3.24, -2.85, 6.58], [1.96, -4.96, 6.49], [0.38, -5.37, 4.63]]
}

Short version: HOMO energy = -3.7 -9.0 eV, in the order given.
Short version: calculated total energy = -73947.736 -57067.419 eV, in the order given.